1.
Here is a molecular structure, C21H33MnN7OPS at a distorted geometry from the OMol25 dataset. Energies are from ωB97M-V/def2-TZVPD.

Atoms and positions in Å:
Mn: 0.072 -0.084 0.028
N: 0.847 1.901 0.046
C: 0.249 3.082 0.631
C: -1.194 3.389 0.083
C: -2.104 2.244 -0.492
N: -1.789 0.937 0.052
H: 2.005 1.401 0.558
H: 1.414 2.007 -0.820
H: 0.890 3.959 0.486
H: 0.173 2.924 1.711
H: -1.091 4.145 -0.704
H: -1.750 3.873 0.894
H: -1.958 2.211 -1.571
H: -3.157 2.492 -0.326
H: -2.242 0.035 -0.492
H: -2.280 0.629 0.918
S: 1.739 -0.038 4.066
C: 0.060 -0.107 4.388
C: -0.682 -0.130 3.235
C: 0.132 -0.095 2.075
C: 1.475 -0.041 2.357
C: 2.540 0.023 1.386
C: 3.893 0.097 1.693
C: 4.822 0.156 0.665
C: 4.370 0.135 -0.684
C: 3.028 0.058 -0.927
N: 2.078 0.009 0.051
H: -0.297 -0.126 5.407
H: -1.764 -0.171 3.220
H: 4.237 0.111 2.719
H: 5.880 0.215 0.889
H: 5.072 0.174 -1.508
H: 2.652 0.031 -1.935
C: -0.659 1.155 -5.135
N: -1.420 0.017 -4.649
C: -0.823 -1.225 -5.117
N: 0.565 -1.324 -4.687
C: 1.322 -0.180 -5.175
N: 0.729 1.067 -4.708
C: 0.904 1.280 -3.270
P: 0.014 -0.074 -2.414
C: -1.632 0.040 -3.200
C: 0.707 -1.540 -3.241
H: -1.110 2.096 -4.808
H: -0.706 1.189 -6.229
H: -0.875 -1.269 -6.211
H: -1.401 -2.089 -4.778
H: 1.340 -0.190 -6.270
H: 2.374 -0.249 -4.880
H: 0.514 2.259 -2.978
H: 1.963 1.286 -3.016
H: -2.152 0.950 -2.907
H: -2.275 -0.792 -2.896
H: 0.185 -2.449 -2.936
H: 1.756 -1.686 -2.977
C: -5.015 -1.513 -0.186
C: -3.832 -2.478 -0.118
C: -2.555 -1.771 -0.033
N: -1.521 -1.244 0.034
H: -5.955 -2.072 -0.249
H: -4.943 -0.864 -1.063
H: -5.056 -0.875 0.700
H: -3.833 -3.120 -1.006
H: -3.945 -3.131 0.755
O: 0.627 -1.647 0.001

Forces on the atoms, in the same order (eV/Å):
1.892 -2.110 1.102
3.461 0.653 0.695
-0.679 0.005 -0.514
-0.030 0.115 0.040
0.661 0.666 0.735
-3.058 -1.479 -1.038
-3.766 2.092 -0.945
-1.112 0.923 0.406
-0.214 0.162 0.050
0.056 -0.204 -0.089
-0.138 -0.042 0.012
0.100 0.041 -0.032
0.060 -0.052 0.101
0.040 0.182 -0.077
0.670 4.389 0.386
0.470 1.508 -0.211
0.267 0.012 0.334
-0.446 0.010 0.038
0.447 0.042 -0.071
0.300 0.358 -1.227
0.170 0.011 0.410
-0.221 -0.499 1.114
0.463 -0.046 -0.929
0.353 0.016 0.714
-0.451 -0.004 -0.242
0.248 -0.382 0.342
2.469 -0.060 -0.097
0.018 -0.012 -0.020
-0.017 -0.030 0.064
-0.180 -0.022 0.062
-0.039 0.004 -0.010
-0.067 -0.002 -0.030
0.118 -0.184 -0.027
0.105 -0.342 0.213
-1.692 0.090 -0.756
0.171 0.256 0.205
0.757 -1.446 -0.813
-0.416 -0.043 0.303
1.036 1.487 -0.923
-0.503 -0.367 -0.884
-0.083 0.232 2.480
0.574 -0.146 -0.927
-0.164 0.312 -0.744
0.071 -0.128 0.308
0.149 -0.284 0.031
0.182 0.270 0.027
0.085 0.144 0.318
-0.324 0.033 0.044
-0.143 0.016 0.323
-0.169 -0.086 -0.023
-0.021 0.003 -0.135
0.026 -0.004 -0.100
0.096 -0.061 0.003
-0.101 0.150 0.084
-0.042 0.093 0.036
-0.248 0.160 0.031
-0.041 -0.098 0.101
0.421 -0.327 0.084
-2.495 -3.447 0.389
0.049 -0.075 -0.007
0.038 -0.037 0.000
0.023 -0.022 -0.012
0.184 0.027 -0.077
0.179 0.027 0.047
0.452 -2.449 -0.670

As for the spin multiplicity: 6. The calculation puts the gap between HOMO and LUMO (spin up / spin down) at 2.563 / 6.469 eV. The expectation value of S² is 8.87. The HOMO energy (spin up / spin down) is -0.02 / -4.02 eV. The total charge is -1.


2.
Here is 2 unconnected molecules or ions with the total composition CH6N2 at a distorted geometry from the OMol25 dataset. Energies are from ωB97M-V/def2-TZVPD.

Atoms and positions in Å:
C: 3.613 1.403 1.078
N: 4.598 0.608 0.883
H: 3.628 1.896 2.049
H: 2.709 1.298 0.488
H: 4.409 0.175 -0.023
N: -6.421 -1.605 -1.644
H: -7.348 -1.970 -1.397
H: -5.992 -2.181 -0.899
H: -6.291 -0.689 -1.228

Forces on the atoms, in the same order (eV/Å):
0.808 -1.861 1.168
-0.642 1.028 -0.751
-0.359 0.528 -0.301
-0.154 0.788 -0.190
0.348 -0.484 0.073
0.085 -1.481 1.583
-0.386 1.041 -0.691
0.862 0.132 -0.704
-0.561 0.309 -0.188

As for the spin multiplicity: 1. The calculation puts the gap between HOMO and LUMO at 11.712 eV. The HOMO energy is -10.47 eV.


3.
Here is a single C2H2N2OS2 molecule at a distorted geometry from the OMol25 dataset. Energies are from ωB97M-V/def2-TZVPD.

Atoms and positions in Å:
O: 2.840 -0.539 -0.052
C: 1.640 -0.402 0.044
S: 0.621 -1.790 -0.001
N: -0.982 -1.275 -0.348
C: -1.320 -0.042 -0.151
N: -0.510 0.950 0.334
S: 1.044 1.298 -0.274
H: -2.409 0.129 -0.367
H: -0.924 1.671 0.815

Forces on the atoms, in the same order (eV/Å):
-0.640 -0.278 0.707
2.484 1.560 -1.548
-1.364 -0.015 0.161
0.479 1.217 0.080
-0.817 -1.911 -0.457
0.297 -0.995 -0.939
-0.375 -1.757 0.457
1.075 0.340 0.437
-1.140 1.839 1.102

As for the spin multiplicity: 1. The calculation puts the gap between HOMO and LUMO at 9.109 eV. The HOMO energy is -9.07 eV.


Taking the records one at a time from the top gives energy relative to the best compared isomer or geometry (same formula, charge and spin) values of 848.9; 105.0; 50.2 kJ/mol.